ORCA calculation (ωB97M-V/def2-TZVPD) on a molecular structure, C56H49AsCoGeN9O4SSe.

ORCA input file:
```
! wB97M-V def2-TZVPD RIJCOSX def2/J DEFGRID3
* xyz 3 2
Co -0.023 0.080 0.068
Se 5.595 0.859 5.041
N 3.844 0.631 5.198
C 3.363 0.512 3.988
C 1.952 0.301 3.700
C 0.984 0.092 4.684
C -0.314 -0.163 4.294
C -0.634 -0.146 2.943
N 0.268 0.113 1.998
C 1.555 0.279 2.366
C 2.519 0.346 1.283
N 2.013 0.215 0.037
C 2.865 0.227 -0.986
C 4.244 0.314 -0.818
C 4.764 0.427 0.453
C 3.884 0.461 1.536
C 4.316 0.593 2.919
N 5.562 0.776 3.271
H 1.276 0.102 5.727
H -1.090 -0.374 5.017
H -1.644 -0.347 2.613
H 2.443 0.181 -1.979
H 4.885 0.296 -1.688
H 5.829 0.498 0.631
N 1.846 -3.229 -4.891
C 1.206 -2.387 -4.445
C 0.426 -1.321 -3.884
C -0.367 -0.485 -4.670
C -1.098 0.496 -4.031
C -1.003 0.623 -2.656
N -0.217 -0.152 -1.897
C 0.472 -1.125 -2.514
H -0.410 -0.620 -5.742
H -1.743 1.166 -4.582
H -1.577 1.376 -2.137
H 1.081 -1.771 -1.901
C 4.115 4.090 2.062
C 2.957 3.942 2.812
C 1.780 3.531 2.202
C 1.760 3.245 0.836
C 2.929 3.384 0.091
C 4.097 3.814 0.702
As 0.088 2.592 0.106
C -0.213 3.409 -1.631
C 0.737 3.373 -2.648
C 0.441 3.887 -3.904
C -0.808 4.429 -4.160
C -1.768 4.454 -3.156
C -1.473 3.948 -1.899
C -1.143 3.584 1.231
C -1.912 2.984 2.224
C -2.701 3.756 3.071
C -2.724 5.133 2.926
C -1.951 5.740 1.943
C -1.158 4.974 1.105
H 5.027 4.432 2.533
H 2.961 4.168 3.870
H 0.880 3.439 2.798
H 2.954 3.162 -0.964
H 4.996 3.938 0.112
H 1.715 2.945 -2.487
H 1.195 3.869 -4.680
H -1.031 4.843 -5.135
H -2.740 4.891 -3.346
H -2.226 3.999 -1.121
H -1.867 1.915 2.376
H -3.287 3.278 3.845
H -3.334 5.738 3.583
H -1.952 6.817 1.841
H -0.538 5.464 0.364
C -3.240 -5.438 4.979
C -3.861 -5.605 3.601
S -3.019 -4.684 2.322
O -3.965 -4.339 1.284
O -2.245 -3.599 2.904
C -1.816 -5.810 1.619
C -1.320 -5.291 0.274
N -0.526 -4.055 0.397
C -0.942 -2.837 -0.003
N -0.002 -1.915 0.237
C 1.067 -2.580 0.788
C 0.757 -3.892 0.866
N 1.613 -4.928 1.394
O 1.172 -6.058 1.434
O 2.715 -4.568 1.735
C -2.215 -2.594 -0.722
H -3.751 -6.099 5.678
H -3.342 -4.415 5.337
H -2.183 -5.698 4.980
H -4.890 -5.247 3.545
H -3.860 -6.647 3.277
H -2.263 -6.794 1.483
H -1.011 -5.886 2.346
H -2.164 -5.043 -0.365
H -0.722 -6.056 -0.212
H 1.999 -2.123 1.062
H -2.299 -3.242 -1.596
H -2.234 -1.566 -1.068
H -3.080 -2.799 -0.089
Ge -3.466 1.024 0.080
C -4.303 0.468 -1.568
C -4.172 1.202 -2.750
C -4.897 0.837 -3.871
C -5.748 -0.262 -3.817
C -5.900 -0.982 -2.638
C -5.198 -0.609 -1.504
C -4.392 0.417 1.658
C -5.363 1.306 2.127
C -6.167 0.941 3.196
C -5.994 -0.297 3.803
C -5.026 -1.176 3.338
C -4.225 -0.827 2.261
H -1.559 0.251 0.169
H -3.536 2.080 -2.787
H -4.822 1.417 -4.781
H -6.320 -0.540 -4.692
H -6.589 -1.815 -2.595
H -5.361 -1.142 -0.574
H -5.501 2.281 1.670
H -6.926 1.622 3.556
H -6.623 -0.578 4.637
H -4.893 -2.145 3.801
H -3.499 -1.548 1.902
*
```

DFT total energy   -11451.27260 a.u.
HOMO energy (alpha / beta)   -0.5689 / -0.5746 hartree
Lowest unoccupied orbital energy (alpha / beta)   -8.9448 / -9.4085 eV
Expectation value of S²   0.757
ΔE to the lowest compared entry with this formula, charge and spin   0.304 eV

Here are the Mulliken charges for atoms 1 to 5, given in e: -0.414, 0.350, -0.890, 0.753, 0.739